63
Properties=species:S:1:pos:R:3:forces:R:3 method="wB97M-V/def2-TZVPD" e_above_lowest_kcal_mol=55.0 total_energy_ha=-1502.2399 charge=-2 gap_ev="2.954 / 2.953"
Pd -0.215 0.404 -0.587 -0.61 -0.01 -0.15
C 2.392 -1.839 0.602 -0.06 0.04 0.07
N 2.630 -0.474 0.186 0.01 -0.30 0.02
C 3.048 0.438 1.210 0.06 -0.08 -0.13
C 2.114 0.643 2.371 -0.14 0.12 0.18
N 0.847 0.387 2.405 0.15 -0.31 -0.04
C 0.413 0.796 3.647 0.03 0.17 0.19
C -0.870 0.787 4.185 0.09 0.00 0.01
C -1.034 1.277 5.471 -0.14 -0.04 -0.04
C 0.043 1.777 6.210 0.16 0.04 0.03
C 1.328 1.812 5.684 -0.09 0.00 0.02
C 1.486 1.320 4.395 -0.10 -0.03 -0.03
N 2.573 1.198 3.560 0.14 0.02 -0.11
C 1.006 -2.329 0.302 -0.25 -0.12 -0.08
N -0.087 -1.632 0.120 0.53 0.30 0.10
C -1.082 -2.560 -0.130 -0.16 -0.19 -0.02
C -2.427 -2.344 -0.396 0.05 -0.09 0.00
C -3.220 -3.456 -0.635 -0.09 0.12 -0.02
C -2.690 -4.751 -0.616 0.10 -0.12 0.01
C -1.347 -4.981 -0.353 -0.06 0.03 0.00
C -0.557 -3.864 -0.107 -0.07 0.08 0.00
N 0.775 -3.697 0.180 0.14 0.01 0.08
H 2.582 -1.965 1.681 -0.04 0.03 0.01
H 3.086 -2.525 0.088 0.01 -0.02 0.04
H 1.775 -0.134 -0.311 0.05 0.35 -0.07
H 3.213 1.408 0.730 -0.06 0.03 0.04
H 4.018 0.123 1.624 0.03 0.02 -0.03
H -1.694 0.429 3.583 -0.02 -0.01 0.01
H -2.023 1.292 5.914 0.00 -0.01 -0.01
H -0.129 2.158 7.210 -0.01 0.00 0.00
H 2.157 2.217 6.252 0.00 0.00 0.00
H 3.495 1.563 3.716 0.00 -0.01 0.00
H -2.792 -1.324 -0.431 -0.01 0.00 0.01
H -4.273 -3.325 -0.857 0.01 0.01 0.01
H -3.340 -5.595 -0.820 0.00 0.00 0.00
H -0.938 -5.985 -0.351 0.00 0.00 0.00
H 1.488 -4.403 0.160 0.00 0.01 -0.05
C -3.671 2.401 -0.542 0.07 -0.03 -0.03
C -2.346 2.630 -1.314 -0.10 -0.02 -0.08
C -2.404 4.027 -1.979 0.02 -0.05 0.03
O -1.266 2.503 -0.516 0.26 -0.06 0.10
H -4.551 2.382 -1.201 -0.01 0.02 0.00
H -3.799 3.195 0.203 0.00 -0.01 0.02
H -3.596 1.448 -0.013 -0.01 -0.01 -0.01
H -2.361 1.895 -2.156 0.03 0.02 0.00
H -2.498 4.791 -1.198 0.01 0.01 0.00
H -3.243 4.127 -2.683 -0.01 0.01 0.00
H -1.468 4.199 -2.513 -0.01 -0.01 -0.02
C -0.171 -1.839 -3.519 0.02 0.02 0.00
C 0.757 -0.677 -3.706 0.07 0.00 0.03
C 1.564 -0.364 -4.798 -0.06 -0.12 -0.02
C 2.252 0.824 -4.442 0.04 0.13 0.01
C 1.811 1.152 -3.162 -0.02 -0.07 -0.05
C 2.185 2.314 -2.292 -0.02 -0.02 0.00
N 0.909 0.240 -2.717 0.07 0.13 -0.02
H -0.583 -2.184 -4.473 0.01 -0.01 -0.01
H -0.995 -1.541 -2.867 -0.02 0.00 -0.01
H 0.321 -2.699 -3.042 -0.02 0.00 0.01
H 1.623 -0.910 -5.734 0.01 0.00 0.00
H 2.953 1.390 -5.047 0.00 -0.01 0.00
H 2.352 3.223 -2.879 0.02 0.00 0.00
H 3.102 2.121 -1.716 -0.01 0.01 0.01
H 1.369 2.501 -1.586 0.01 0.02 0.00